(1)
21
Properties=species:S:1:pos:R:3 method="wB97M-V/def2-TZVPD" e_lumo_ev=-3.01 charge=+1 homo_ev=-13.546 energy_ev=-8942.991 de_lowest_ev=1.017
C 0.7884 -0.6705 0.3120
C 0.7289 0.3048 1.4931
C -0.3102 1.4357 1.3538
C -2.2080 -0.1493 0.9636
C -1.6701 1.0560 0.8319
N 0.5992 0.0748 -0.9977
H -0.0389 -1.3695 0.2960
H 1.7612 -1.1440 0.2180
H 0.6255 -0.2577 2.4161
H 1.7003 0.7995 1.4724
H 0.1437 2.2355 0.7743
H -0.4736 1.8742 2.3447
H -1.7461 -0.9574 1.5273
H -3.1947 -0.4042 0.5954
H -2.3310 1.8737 0.5544
H 1.2164 0.8893 -1.0549
H 0.7294 -0.5506 -1.8184
H -0.3365 0.4874 -1.0019
H 1.6244 -2.4845 -3.0529
H 1.1747 -1.4268 -4.0854
O 1.2169 -1.6165 -3.1420


(2)
9
Properties=species:S:1:pos:R:3 method="wB97M-V/def2-TZVPD" e_lumo_ev=-0.69 homo_ev=-8.959 smiles="C1N=P#[PH]P1" energy_ev=-30456.536 de_lowest_ev=0.260
C 0.0158 0.1667 -0.9439
N -0.6697 -0.9807 -1.2797
P -1.1357 -2.2429 -0.4332
P 0.4274 0.3492 0.9262
P -0.4742 -1.4833 1.6663
H 0.9184 0.4547 -1.4212
H -0.4603 1.1135 -1.0495
H 1.7399 -0.0099 0.8284
H -1.7874 -0.7449 1.5713


(3)
5
Properties=species:S:1:pos:R:3 method="wB97M-V/def2-TZVPD" e_lumo_ev="-0.85 / -3.25" homo_ev="-9.866 / -7.402" energy_ev=-24109.033 de_lowest_ev=3.319
Si 0.9879 0.8764 0.6249
I 7.8192 0.3080 0.1248
I 2.5770 -0.7359 -0.2802
H 0.2165 -0.0388 1.5132
H 0.9225 2.1155 -0.1905


(4)
65
Properties=species:S:1:pos:R:3 method="wB97M-V/def2-TZVPD" e_lumo_ev=0.37 homo_ev=-10.589 energy_ev=-104353.800 de_lowest_ev=0.000
Cd 0.1828 -0.1989 -0.2573
P -2.1723 1.6246 2.1048
F -3.2902 2.1958 3.0830
F -2.5358 2.7262 0.9938
F -1.0562 2.6213 2.7198
F -1.0350 1.0343 1.0367
F -1.6948 0.4931 3.1630
F -3.2214 0.5672 1.4755
N 1.3386 -1.4897 -1.4075
S 2.9458 -1.4035 -1.6315
O 3.3410 -0.6292 -2.7579
O 3.6332 -2.5902 -1.2766
F 3.2695 -0.4000 -0.4274
S 0.9417 -2.5958 -2.5941
O 1.1522 -3.9225 -2.1648
O 1.3159 -2.2504 -3.9135
F -0.5941 -2.3183 -2.5577
C 4.0453 3.9172 0.0019
O 3.2839 2.7289 -0.1006
C 1.9746 2.7721 -0.2025
O 1.2928 1.7748 -0.1314
O 1.5059 3.9845 -0.4121
C 0.0832 4.1453 -0.2456
H 3.6863 4.5453 0.8125
H 4.0538 4.4841 -0.9323
H 5.0852 3.6385 0.1489
H -0.1431 5.2040 -0.3023
H -0.2087 3.8026 0.7456
H -0.4522 3.5895 -1.0110
C -4.0072 -2.1914 -0.1963
O -3.1114 -3.0902 0.4579
C -1.8589 -2.6984 0.6007
O -1.3973 -1.6867 0.1320
O -1.1439 -3.4923 1.3625
C -1.7011 -4.6995 1.8965
H -4.6581 -1.7252 0.5415
H -4.6040 -2.7311 -0.9274
H -3.4894 -1.3888 -0.7129
H -0.8750 -5.3263 2.2095
H -2.3259 -5.1875 1.1538
H -2.3265 -4.4935 2.7662
C 2.2041 -3.2959 1.5602
O 2.2547 -2.4235 2.6850
C 1.7123 -1.2360 2.6252
O 1.0777 -0.7876 1.6905
O 1.9609 -0.5877 3.7270
C 1.5620 0.7887 3.8001
H 1.6905 -2.8179 0.7312
H 1.6722 -4.2027 1.8373
H 3.2227 -3.5536 1.2893
H 0.8356 0.8914 4.5995
H 1.1348 1.1219 2.8601
H 2.4406 1.3943 4.0155
C -3.5485 1.5282 -1.9685
O -2.5693 1.8499 -2.9624
C -1.3985 1.2963 -2.8501
O -1.0443 0.6057 -1.9086
O -0.6912 1.5592 -3.9100
C 0.6798 1.1067 -3.9415
H -4.4078 2.1664 -2.1624
H -3.1824 1.7579 -0.9718
H -3.9089 0.5024 -2.0273
H 1.1751 1.2677 -2.9880
H 1.1483 1.6679 -4.7445
H 0.7504 0.0607 -4.2294


(5)
121
Properties=species:S:1:pos:R:3 method="wB97M-V/def2-TZVPD" e_lumo_ev="2.49 / 2.49" charge=-1 homo_ev="-3.455 / -4.944" spin_multiplicity=4 energy_ev=-116855.818
V 0.1106 -0.7368 -1.2579
C -4.6817 0.2995 0.4080
C -4.8051 0.4355 -1.1184
C -5.4952 -0.8213 -1.6525
C -5.6732 1.6655 -1.4006
P -2.9563 0.3372 -1.7274
C -2.4150 1.9697 -0.9846
N -0.9887 2.1608 -0.9065
B 0.1230 1.3105 -1.2776
N 1.2618 2.2018 -1.1961
C 2.6014 2.0596 -1.7068
P 3.1387 0.2821 -1.9616
C 4.5716 0.6468 -3.2137
C 5.3331 -0.6669 -3.4006
C 5.5647 1.7800 -2.9447
C 3.8248 0.9402 -4.5248
C 3.8805 -0.0827 -0.2368
C 2.9027 0.4708 0.7993
C 5.2782 0.4678 0.0307
C 3.8873 -1.6098 -0.1207
C 0.8758 3.4109 -0.6758
C 1.6020 4.5365 -0.3234
C 0.9295 5.6166 0.2341
C -0.4436 5.5891 0.4131
C -1.1890 4.4772 0.0434
C -0.5258 3.3839 -0.4892
C -2.9268 0.7444 -3.6037
C -4.1213 1.5136 -4.1655
C -1.6435 1.5047 -3.9432
C -2.8396 -0.6306 -4.2698
H -5.5274 -0.2573 0.8120
H -4.6688 1.2764 0.8891
H -3.7663 -0.2260 0.6722
H -6.4948 -0.9233 -1.2274
H -4.9156 -1.7028 -1.3855
H -5.5917 -0.7896 -2.7346
H -6.5005 1.6810 -0.6888
H -6.1064 1.6500 -2.3950
H -5.1164 2.5913 -1.2766
H -2.8480 2.0148 0.0231
H -2.8506 2.7899 -1.5788
H 3.3135 2.5628 -1.0414
H 2.6555 2.5554 -2.6873
H 5.8384 -0.9652 -2.4857
H 6.0878 -0.5744 -4.1850
H 4.6372 -1.4565 -3.6760
H 6.3073 1.4956 -2.2064
H 5.0652 2.6826 -2.6045
H 6.0971 2.0258 -3.8663
H 2.9679 0.2739 -4.6201
H 4.4799 0.7906 -5.3843
H 3.4615 1.9649 -4.5623
H 2.9529 1.5554 0.8806
H 3.1163 0.0529 1.7802
H 1.8845 0.1818 0.5406
H 5.3209 1.5439 -0.1210
H 6.0171 -0.0085 -0.6080
H 5.5581 0.2660 1.0648
H 2.8652 -1.9873 -0.2086
H 4.2829 -1.9206 0.8480
H 4.4925 -2.0628 -0.9055
H 2.6737 4.5838 -0.4551
H 1.4872 6.4934 0.5312
H -0.9433 6.4423 0.8500
H -2.2605 4.4745 0.1853
H -4.2768 2.4547 -3.6444
H -5.0300 0.9202 -4.1144
H -3.9370 1.7421 -5.2162
H -1.6495 2.5207 -3.5542
H -1.5334 1.5632 -5.0267
H -0.7802 0.9751 -3.5326
H -3.7056 -1.2412 -4.0233
H -1.9407 -1.1390 -3.9158
H -2.7854 -0.5322 -5.3539
C -2.5943 -4.2839 3.0421
C -1.9742 -3.4340 1.9223
C -0.9740 -4.2691 1.1237
C -3.0727 -2.9288 0.9786
O -1.3662 -2.3407 2.5651
Si -0.0304 -1.4815 2.0822
O -0.0811 -1.0118 0.5907
O 0.1041 -0.2659 3.1867
C -0.8384 0.6241 3.7131
C -1.3570 0.0367 5.0358
C -0.1182 1.9575 3.9673
C -2.0036 0.8426 2.7520
O 1.3331 -2.3747 2.3338
C 1.9569 -2.7554 3.5325
C 0.9414 -3.2614 4.5616
C 2.7039 -1.5575 4.1337
C 2.9363 -3.8813 3.1703
H -3.1604 -5.1176 2.6336
H -3.2522 -3.6644 3.6484
H -1.8071 -4.6702 3.6854
H -1.4690 -5.1306 0.6796
H -0.1689 -4.6084 1.7703
H -0.5348 -3.6626 0.3333
H -3.5733 -3.7631 0.4902
H -2.6207 -2.2896 0.2206
H -3.8087 -2.3581 1.5421
H -0.5221 -0.1363 5.7134
H -1.8403 -0.9143 4.8245
H -2.0699 0.7064 5.5136
H 0.7432 1.7970 4.6127
H -0.7951 2.6657 4.4416
H 0.2303 2.3718 3.0237
H -2.5420 -0.0927 2.6392
H -1.6084 1.1339 1.7825
H -2.6757 1.6122 3.1275
H 0.2175 -2.4794 4.7624
H 1.4370 -3.5380 5.4908
H 0.4139 -4.1271 4.1707
H 2.0244 -0.7093 4.1485
H 3.5647 -1.3074 3.5197
H 3.0425 -1.7765 5.1444
H 2.3971 -4.6799 2.6669
H 3.4219 -4.2766 4.0608
H 3.6886 -3.5031 2.4834
O 0.9178 -3.4863 -3.5694
S 0.8843 -2.0541 -4.0134
N 0.3822 -1.1488 -2.8574


(6)
11
Properties=species:S:1:pos:R:3 method="wB97M-V/def2-TZVPD" e_lumo_ev=0.43 homo_ev=-9.168 energy_ev=-8773.467 de_lowest_ev=4.228
O -0.8836 -2.1791 -1.1014
C -0.3967 -1.1498 -0.7310
N -0.6582 -0.4896 0.4483
C -0.1767 0.8314 0.7119
C 1.2932 0.4729 -0.8438
O 0.4749 -0.3984 -1.4925
H -1.4617 -0.8398 0.9484
H -0.9744 1.5849 0.7071
H 0.4302 0.9065 1.6158
H 1.8235 -0.0667 -0.0362
H 0.5294 1.3279 -0.2265


(7)
68
Properties=species:S:1:pos:R:3 method="wB97M-V/def2-TZVPD" e_lumo_ev="-5.80 / -5.80" charge=+2 homo_ev="-12.525 / -12.526" energy_ev=-212517.042 de_lowest_ev=0.000
Ga -0.7975 -0.5785 0.1427
C -1.5867 -1.4352 3.9067
As -0.5050 -0.4923 2.6220
C -0.6028 1.3472 3.2081
C 1.3177 -1.0116 2.9336
C 1.6629 -1.7271 4.0758
C 2.9860 -2.0802 4.2965
C 3.9622 -1.7173 3.3803
C 3.6163 -1.0103 2.2381
C 2.2930 -0.6548 1.9985
As 1.8064 0.3101 0.3843
C 2.8618 -0.6152 -0.9521
C 2.7991 1.9618 0.5783
H -1.1733 -1.2689 4.8995
H -1.6148 -2.4996 3.6862
H -2.5926 -1.0218 3.8764
H -0.3840 1.3774 4.2741
H -1.5994 1.7452 3.0234
H 0.1339 1.9408 2.6692
H 0.9138 -2.0144 4.8014
H 3.2526 -2.6360 5.1851
H 4.9955 -1.9863 3.5537
H 4.3928 -0.7355 1.5351
H 3.9080 -0.6309 -0.6533
H 2.7690 -0.0720 -1.8910
H 2.4961 -1.6321 -1.0751
H 3.8332 1.7096 0.8072
H 2.3822 2.5714 1.3772
H 2.7471 2.5097 -0.3577
C 0.1390 5.5906 -0.7269
C -0.5890 4.5830 -0.1115
C -0.4886 3.2691 -0.5498
C 0.3545 2.9661 -1.6226
C 1.1180 3.9789 -2.2115
C 0.9966 5.2844 -1.7777
N 0.6014 1.7021 -2.2026
N -0.2720 0.8002 -2.2075
C -0.1645 -1.7009 -2.5282
C 0.0651 -2.7500 -3.4163
C 0.1496 -4.0595 -2.9740
C 0.0068 -4.3378 -1.6231
C -0.2276 -3.2997 -0.7343
C -0.3241 -1.9713 -1.1597
H 0.0457 6.6124 -0.3849
H -1.2425 4.8188 0.7180
H -1.0513 2.5004 -0.0462
H 1.7919 3.7202 -3.0179
H 1.5740 6.0645 -2.2545
H 0.1924 -2.5354 -4.4724
H 0.3282 -4.8573 -3.6820
H 0.0766 -5.3564 -1.2653
H -0.3393 -3.5373 0.3186
N -2.5267 -0.0448 -3.3136
C -1.3959 -0.0687 -4.0247
C -0.1947 -0.3193 -3.2149
N -1.3493 0.7394 -1.4137
C -2.4498 0.1224 -1.9853
C -3.3613 -0.3881 -0.9935
N -2.8769 -0.6198 0.2179
C -3.9203 -1.1129 0.9810
C -5.0335 -1.1708 0.2146
N -4.6636 -0.7093 -1.0372
H -3.4229 -0.0958 -3.7847
H -1.4096 0.1845 -5.0723
H 0.7125 -0.1497 -3.7869
H -3.8006 -1.3914 2.0120
H -6.0341 -1.4989 0.4316
H -5.2873 -0.6150 -1.8223


(8)
16
Properties=species:S:1:pos:R:3 method="wB97M-V/def2-TZVPD" e_lumo_ev="-0.49 / 0.12" homo_ev="-6.287 / -8.027" energy_ev=-28458.990 de_lowest_ev=6.450
C 0.0027 -1.3714 1.8409
C -1.1067 1.5897 -0.1595
C 0.7507 -0.4443 -0.5871
N 1.1425 -0.3373 -1.8348
O 1.4107 1.9220 -0.6128
S 0.9940 -1.8428 0.4280
S 0.6075 1.1412 0.2620
H -0.0584 -2.1674 2.6267
H -0.9440 -1.5378 1.4506
H 0.3972 -0.4454 2.2602
H -1.4612 1.7206 0.7995
H -1.4106 0.7896 -0.8149
H -1.0267 2.5970 -0.5536
H -1.7444 -1.0226 -0.6319
H 1.1444 0.6261 -2.1798
H 1.3022 -1.2174 -2.2936


What did the first record say?
21
Properties=species:S:1:pos:R:3 method="wB97M-V/def2-TZVPD" e_lumo_ev=-3.01 charge=+1 homo_ev=-13.546 energy_ev=-8942.991 de_lowest_ev=1.017
C 0.7884 -0.6705 0.3120
C 0.7289 0.3048 1.4931
C -0.3102 1.4357 1.3538
C -2.2080 -0.1493 0.9636
C -1.6701 1.0560 0.8319
N 0.5992 0.0748 -0.9977
H -0.0389 -1.3695 0.2960
H 1.7612 -1.1440 0.2180
H 0.6255 -0.2577 2.4161
H 1.7003 0.7995 1.4724
H 0.1437 2.2355 0.7743
H -0.4736 1.8742 2.3447
H -1.7461 -0.9574 1.5273
H -3.1947 -0.4042 0.5954
H -2.3310 1.8737 0.5544
H 1.2164 0.8893 -1.0549
H 0.7294 -0.5506 -1.8184
H -0.3365 0.4874 -1.0019
H 1.6244 -2.4845 -3.0529
H 1.1747 -1.4268 -4.0854
O 1.2169 -1.6165 -3.1420